Entry 1:
A molecular structure, C28H38I2N4O3Ti. Source: the Open Molecules 2025 dataset; level of theory: the ωB97M-V functional and the def2-TZVPD basis.

Calculated values
Kohn-Sham gap	5.649	eV
LUMO level	-0.2	eV
HOMO	-5.9	eV
relative energy (zero: lowest compared OMol25 entry of this formula, charge and spin)	0.00	kcal/mol

Geometry as ORCA input:
```
! wB97M-V def2-TZVPD RIJCOSX def2/J DEFGRID3
* xyz 0 1
Ti 0.43 -0.26 -0.18
N -2.67 -3.17 -0.37
C -3.06 -2.89 1.02
C -1.85 -3.02 1.98
C -1.08 -1.76 2.43
N 0.18 -1.51 1.66
C -1.92 -0.50 2.43
C -2.74 -0.35 1.16
N -1.87 -0.23 -0.05
C -3.72 -1.51 1.07
H -2.22 -4.08 -0.46
H -0.94 -2.55 -0.84
H -3.48 -3.19 -0.97
H -3.80 -3.63 1.36
H -1.15 -3.75 1.56
H -2.23 -3.47 2.89
H -0.77 -1.96 3.46
H 0.60 -2.40 1.40
H 0.84 -1.05 2.29
H -1.28 0.37 2.58
H -2.62 -0.54 3.28
H -3.32 0.57 1.24
H -2.08 0.64 -0.54
H -2.11 -0.98 -0.70
H -4.38 -1.39 0.20
H -4.37 -1.46 1.95
I -0.15 1.54 -4.89
C -0.10 -0.44 -4.25
C -0.28 -1.50 -5.14
C -0.31 -2.81 -4.70
I -0.60 -4.31 -6.12
C -0.14 -3.15 -3.34
C -0.06 -4.45 -2.76
C 0.66 -4.53 -1.54
C 0.84 -3.45 -0.72
N 0.02 -2.28 -1.05
C 0.04 -2.05 -2.49
C 0.04 -0.73 -2.90
O 0.11 0.22 -1.92
H -0.40 -1.29 -6.19
H -0.16 -5.32 -3.38
H 1.17 -5.46 -1.29
H 1.66 -3.33 -0.03
C 4.13 -1.04 -1.47
C 3.52 -0.67 -0.16
O 4.12 -0.36 0.84
O 2.18 -0.77 -0.17
H 3.99 -2.12 -1.63
H 5.19 -0.80 -1.48
H 3.61 -0.54 -2.29
C -1.24 2.97 1.59
C -0.01 2.90 0.69
C -0.48 3.08 -0.76
C 0.75 1.55 0.89
C 0.96 4.05 1.00
C 0.79 4.93 2.06
C 1.70 5.95 2.32
C 2.82 6.10 1.51
C 3.01 5.23 0.45
C 2.10 4.22 0.20
H -1.96 2.20 1.30
H -1.74 3.94 1.49
H -1.00 2.83 2.65
H -1.27 2.38 -1.02
H 0.33 2.92 -1.48
H -0.87 4.09 -0.90
H 1.64 1.63 0.23
H -0.07 4.84 2.71
H 1.53 6.62 3.15
H 3.53 6.89 1.71
H 3.88 5.34 -0.19
H 2.27 3.56 -0.63
C 1.34 1.39 2.29
H 0.59 1.11 3.04
H 1.80 2.32 2.64
H 2.14 0.64 2.28
*
```

---

Entry 2:
A molecular structure, C38H37ClN5O7RuTe. Source: the Open Molecules 2025 dataset; level of theory: the ωB97M-V functional and the def2-TZVPD basis.

Calculated values
Kohn-Sham gap (spin up / spin down)	4.784 / 5.979	eV
LUMO level (spin up / spin down)	2.1 / 0.8	eV
HOMO (spin up / spin down)	-2.7 / -5.2	eV
relative energy (zero: lowest compared OMol25 entry of this formula, charge and spin)	15.27	kcal/mol

Geometry as ORCA input:
```
! wB97M-V def2-TZVPD RIJCOSX def2/J DEFGRID3
* xyz -1 5
Ru 2.18 0.00 1.03
O 3.10 3.39 -1.02
C 3.03 2.32 -0.42
N 2.04 1.83 0.34
C 0.96 2.53 0.90
C 0.70 3.88 0.71
C -0.32 4.49 1.43
C -1.08 3.76 2.34
C -0.85 2.40 2.52
C 0.15 1.76 1.78
N 0.48 0.41 1.86
C -0.10 -0.57 2.73
O -1.18 -0.40 3.30
C 0.69 -1.76 2.77
C 0.25 -2.91 3.47
C 0.98 -4.05 3.44
C 2.20 -4.08 2.69
C 2.60 -2.94 2.06
N 1.91 -1.79 2.08
C 4.24 1.38 -0.41
C 5.44 1.81 -0.94
C 6.57 1.03 -0.76
C 6.46 -0.15 -0.04
C 5.22 -0.53 0.43
N 4.12 0.20 0.22
H 1.31 4.44 0.02
H -0.51 5.55 1.29
H -1.85 4.25 2.92
H -1.43 1.82 3.22
H -0.68 -2.83 4.01
H 0.65 -4.93 3.98
H 2.81 -4.97 2.63
H 3.53 -2.93 1.50
H 5.45 2.77 -1.45
H 7.53 1.36 -1.14
H 7.32 -0.77 0.16
H 5.09 -1.44 0.99
O 3.01 -0.12 4.81
Cl 3.91 0.40 3.82
O 4.75 1.43 4.35
O 3.09 1.05 2.74
O 4.69 -0.65 3.23
C 3.27 -2.12 -1.60
C 1.80 -1.86 -1.31
O 0.99 -2.58 -1.91
N 1.42 -0.85 -0.51
Te -0.94 -1.13 -0.43
C -2.91 -1.82 -1.07
C -3.69 -2.43 -0.08
C -3.20 -2.59 1.34
C -4.96 -2.90 -0.41
C -5.45 -2.80 -1.70
C -6.82 -3.32 -2.05
C -4.64 -2.24 -2.68
C -3.37 -1.76 -2.39
C -2.54 -1.21 -3.51
C -1.26 0.85 -1.10
C -2.29 1.58 -0.49
C -3.20 0.99 0.55
C -2.50 2.89 -0.88
C -1.70 3.52 -1.83
C -1.90 4.96 -2.19
C -0.69 2.78 -2.42
C -0.45 1.45 -2.08
C 0.66 0.75 -2.82
H 3.34 -2.88 -2.37
H 3.79 -2.47 -0.71
H 3.76 -1.20 -1.94
H -2.32 -3.25 1.38
H -3.97 -3.04 1.96
H -2.89 -1.65 1.80
H -5.57 -3.35 0.36
H -7.36 -3.64 -1.15
H -6.76 -4.17 -2.73
H -7.42 -2.55 -2.54
H -5.01 -2.18 -3.70
H -2.95 -1.51 -4.48
H -1.51 -1.58 -3.45
H -2.49 -0.12 -3.48
H -2.65 0.40 1.29
H -3.95 0.34 0.10
H -3.71 1.79 1.09
H -3.29 3.46 -0.39
H -2.68 5.42 -1.57
H -2.19 5.07 -3.23
H -0.98 5.53 -2.04
H -0.05 3.25 -3.16
H 0.68 1.09 -3.86
H 0.55 -0.33 -2.82
H 1.62 0.98 -2.37
*
```

---

Entry 3:
2 unconnected molecules or ions with the total composition BrFO2S. Source: the Open Molecules 2025 dataset; level of theory: the ωB97M-V functional and the def2-TZVPD basis.

Calculated values
Kohn-Sham gap (spin up / spin down)	6.985 / 6.903	eV
LUMO level (spin up / spin down)	-4.5 / -4.5	eV
HOMO (spin up / spin down)	-11.5 / -11.4	eV
relative energy (zero: lowest compared OMol25 entry of this formula, charge and spin)	70.82	kcal/mol

Geometry as ORCA input:
```
! wB97M-V def2-TZVPD RIJCOSX def2/J DEFGRID3
* xyz 0 1
O 0.80 1.66 -1.27
O 0.79 1.19 1.27
F -0.24 -2.49 0.36
S 0.56 0.79 -0.12
Br -1.90 -1.15 -0.23
*
```